11
Properties=species:S:1:pos:R:3:nbo_charge:R:1 method="wB97M-V/def2-TZVPD" gap_ha="0.302 / 0.298" de_lowest_ev=6.313
C 1.042 1.293 0.007 0.123
C 1.688 0.446 -0.852 -0.471
C -1.981 -0.878 0.279 -0.491
N 0.412 -0.666 1.027 -0.299
O 0.463 0.745 1.084 -0.312
S 1.416 -1.216 -0.197 0.500
H 0.959 2.352 -0.079 0.217
H 2.104 0.729 -1.723 0.232
H -2.830 -0.966 0.945 0.179
H -1.871 -0.117 -0.451 0.158
H -1.402 -1.722 -0.041 0.163